[1]
{"formula": "C11H9AgF6N6O4S2Se", "method": "ωB97M-V with the def2-TZVPD basis set", "charge": 0, "e_above_lowest_kj_mol": 0.0, "total_energy_ha": -4998.0577, "e_homo_ev": -9.536, "gap_ev": 8.22, "symbols": ["Ag", "F", "C", "F", "F", "S", "O", "O", "N", "S", "O", "O", "C", "F", "F", "F", "Se", "N", "C", "C", "C", "C", "N", "C", "N", "H", "H", "H", "C", "C", "N", "C", "C", "N", "H", "H", "H", "H", "H", "H"], "coordinates": [[-0.47219, -0.42701, -1.20021], [2.76687, -3.08476, 1.37600], [3.67729, -2.36751, 0.72348], [4.68746, -2.10039, 1.54654], [4.13654, -3.08682, -0.30074], [2.93778, -0.80150, 0.09382], [1.89130, -1.24196, -0.80704], [4.03907, -0.08358, -0.47128], [2.40951, -0.08240, 1.38013], [0.90446, -0.14814, 1.85745], [0.29525, -1.45193, 1.84162], [0.12152, 0.94881, 1.33746], [1.18903, 0.25340, 3.63239], [1.94978, -0.67519, 4.20222], [0.00839, 0.28270, 4.25523], [1.77108, 1.44043, 3.76832], [-2.26260, 3.69882, 0.08285], [-0.68859, 4.49364, 0.22784], [0.17068, 3.72409, -0.41002], [1.57941, 3.94222, -0.50152], [2.31593, 3.00504, -1.14635], [1.68678, 1.84126, -1.69558], [0.40762, 1.60146, -1.65185], [-0.37075, 2.54006, -1.02205], [-1.66312, 2.34736, -0.87873], [2.02015, 4.81471, -0.03950], [3.39068, 3.08430, -1.22236], [2.30603, 1.07932, -2.15353], [-3.77360, -0.67087, -2.41931], [-3.36799, -1.62666, -1.35571], [-2.17923, -1.70237, -0.79802], [-2.22368, -2.72059, 0.13197], [-3.46317, -3.26887, 0.12755], [-4.17730, -2.56500, -0.82022], [-3.17545, 0.23543, -2.32978], [-4.82608, -0.40312, -2.33000], [-3.61103, -1.09716, -3.41052], [-1.36864, -2.95011, 0.74379], [-3.89980, -4.06379, 0.70357], [-5.13937, -2.71332, -1.06796]], "forces_ev_per_angstrom": [[-0.0373, 0.0172, 0.0091], [0.0068, -0.0012, 0.0010], [-0.0196, -0.0126, 0.0029], [0.0009, 0.0063, 0.0211], [0.0059, 0.0101, -0.0156], [-0.0360, 0.0439, 0.0074], [-0.0784, -0.0420, -0.0307], [0.0124, 0.0207, 0.0158], [-0.0433, -0.0381, -0.0276], [0.0155, 0.0085, -0.0670], [0.0339, 0.1075, -0.0148], [0.0274, -0.0808, 0.0637], [-0.0586, -0.0149, -0.0028], [0.0089, 0.0129, 0.0087], [0.0175, -0.0053, -0.0347], [0.0088, -0.0016, -0.0043], [0.0068, 0.0938, 0.0202], [0.0546, 0.0024, -0.0047], [0.0362, 0.0343, -0.0165], [0.0924, -0.1132, -0.0728], [-0.0835, 0.1328, 0.0818], [-0.0043, -0.0137, -0.0485], [0.2092, -0.0488, 0.0712], [-0.2308, -0.0761, 0.1221], [-0.0503, -0.0308, -0.0970], [-0.0008, 0.0032, 0.0024], [0.0026, -0.0097, -0.0107], [0.0097, 0.0213, 0.0084], [0.0113, 0.0116, -0.0138], [-0.0214, 0.0068, 0.0011], [0.1030, -0.0290, -0.0014], [0.0067, 0.0021, -0.0055], [0.0005, -0.0026, 0.0110], [0.0080, -0.0049, 0.0124], [-0.0065, 0.0017, 0.0008], [-0.0056, -0.0064, 0.0047], [0.0023, 0.0026, 0.0001], [-0.0059, -0.0096, 0.0050], [0.0015, -0.0045, 0.0028], [-0.0007, 0.0061, -0.0050]], "nbo_charge": [0.84, -0.31, 0.72, -0.31, -0.31, 2.26, -1.00, -0.93, -1.24, 2.25, -0.94, -0.96, 0.73, -0.31, -0.31, -0.31, 1.00, -0.59, 0.07, -0.12, -0.25, 0.13, -0.53, 0.28, -0.64, 0.24, 0.24, 0.23, -0.66, 0.38, -0.59, -0.07, -0.11, -0.51, 0.26, 0.23, 0.24, 0.25, 0.23, 0.42]}

***

[2]
{"formula": "C11H9F", "method": "ωB97M-V with the def2-TZVPD basis set", "charge": 0, "e_above_lowest_kj_mol": 412.0, "total_energy_ha": -524.1615, "e_homo_ev": -8.366, "gap_ev": 8.93, "symbols": ["C", "C", "C", "C", "C", "C", "C", "C", "C", "F", "C", "C", "H", "H", "H", "H", "H", "H", "H", "H", "H"], "coordinates": [[0.66502, -2.08790, -0.75409], [0.39109, -0.64560, -0.33694], [1.48319, 0.29620, -0.56338], [1.80326, 1.34766, 0.22629], [0.79691, 1.77638, 1.22911], [-0.48881, 1.36030, 0.59804], [-1.17057, 1.52834, -0.58169], [-1.23046, 0.02314, -0.91972], [-2.32940, -0.82829, -0.27494], [-3.47765, -1.25204, -0.88605], [-1.76270, -1.01871, 0.88049], [-0.56298, -0.11029, 0.52690], [1.35143, -2.22933, -1.50269], [-0.28213, -2.53825, -0.95612], [1.11820, -2.50955, 0.18460], [2.25350, -0.05989, -1.25069], [2.64471, 2.03292, 0.13573], [1.10852, 2.74804, 1.49555], [1.05401, 1.19904, 2.12623], [-1.35428, 2.29341, -1.30255], [-2.01085, -1.32559, 1.92591]], "forces_ev_per_angstrom": [[-1.2515, 0.9495, 4.1753], [0.5997, 0.3851, -2.3918], [2.9013, 0.0176, -0.2478], [-0.7940, -0.8706, -1.0869], [0.6166, -0.3281, 0.5937], [-0.6744, 0.4557, -0.6697], [0.8396, -1.7753, 0.5606], [-0.3763, 0.9250, 0.4135], [-0.0130, 0.3728, -2.8367], [1.2221, 0.4348, 0.8697], [0.4979, 0.7819, 3.4913], [-2.5684, -2.1940, 1.6691], [1.4593, 0.1641, -1.9977], [-0.3737, -0.6861, -0.1005], [-0.4719, -0.2274, -0.8592], [-0.2640, 0.2856, -0.1942], [0.2061, -0.6650, -0.4746], [-0.7560, 1.6558, 0.2027], [-0.6893, -0.1033, 0.1739], [-0.1917, 0.7470, 0.1145], [0.0815, -0.3252, -1.4051]], "nbo_charge": [-0.62, 0.14, -0.26, -0.09, -0.50, 0.01, -0.19, -0.15, 0.40, -0.32, -0.30, -0.13, 0.22, 0.24, 0.22, 0.21, 0.22, 0.23, 0.23, 0.21, 0.23]}

***

[3]
{"formula": "C11H9N3O4", "method": "ωB97M-V with the def2-TZVPD basis set", "charge": 0, "e_above_lowest_kj_mol": 32.6, "total_energy_ha": -889.6860, "e_homo_ev": -9.763, "gap_ev": 9.00, "symbols": ["O", "C", "C", "C", "C", "C", "C", "N", "O", "O", "C", "C", "N", "C", "C", "C", "O", "N", "H", "H", "H", "H", "H", "H", "H", "H", "H"], "coordinates": [[-2.12504, -2.89630, -0.73315], [-1.90863, -1.80699, -0.25590], [-0.94886, -1.59673, 0.89893], [0.36532, -0.99465, 0.48282], [0.81799, -1.08990, -0.83005], [2.03155, -0.54156, -1.19560], [2.80292, 0.10460, -0.23806], [4.06704, 0.68560, -0.61442], [4.41136, 0.58178, -1.77183], [4.70729, 1.24450, 0.25058], [2.37485, 0.19650, 1.08108], [1.15960, -0.35314, 1.43299], [-2.55371, -0.71258, -0.76398], [-2.56507, 0.62440, -0.44346], [-1.72974, 1.42367, 0.38835], [-2.26385, 2.66959, 0.25466], [-3.30871, 2.63767, -0.56807], [-3.49364, 1.37428, -1.00003], [-0.75373, -2.58815, 1.32000], [-1.42396, -0.98979, 1.67204], [0.22054, -1.60326, -1.56746], [2.39368, -0.60542, -2.21010], [2.99916, 0.69596, 1.80592], [0.82159, -0.28924, 2.45726], [-3.22955, -0.93764, -1.48829], [-0.87188, 1.14900, 0.95937], [-1.99653, 3.61780, 0.67640]], "forces_ev_per_angstrom": [[0.0802, -0.2309, -0.0434], [0.0855, 0.0758, 0.3715], [-0.0699, -0.2685, -0.0064], [0.1972, 0.0881, -0.0500], [-0.0434, 0.0320, 0.2519], [0.3517, 0.1872, 0.0165], [-1.1689, -0.5484, 0.3241], [0.4786, 0.2271, -0.1554], [0.1187, -0.0021, -0.2470], [0.1872, 0.1382, 0.1634], [0.2738, 0.0969, -0.1603], [-0.0529, -0.1295, -0.1883], [-0.5436, -0.0877, -0.6401], [-0.0722, 1.1458, 0.2814], [-0.2907, 0.4500, -0.0872], [0.3011, -0.7619, 0.0976], [0.2231, 0.7405, 0.2899], [-0.1900, -1.3205, -0.4040], [-0.1515, 0.1016, -0.0454], [0.0271, 0.0113, 0.0138], [-0.0514, -0.0435, -0.1211], [0.0056, -0.0007, -0.0294], [0.0117, 0.0155, 0.0176], [-0.0395, 0.0255, 0.1014], [0.1589, -0.1215, 0.0911], [0.1790, -0.0110, 0.1271], [-0.0055, 0.1908, 0.0308]], "nbo_charge": [-0.58, 0.70, -0.54, 0.00, -0.17, -0.18, 0.01, 0.53, -0.37, -0.38, -0.17, -0.22, -0.61, 0.30, -0.40, 0.16, -0.25, -0.17, 0.26, 0.24, 0.22, 0.25, 0.25, 0.22, 0.43, 0.24, 0.22]}

***

What is the formula in the first record?
C11H9AgF6N6O4S2Se